(1)
The molecule C3H2N2O2 at a distorted geometry. Source: the Open Molecules 2025 dataset; level of theory: ωB97M-V with the def2-TZVPD basis set.

The geometry in XYZ format:
```
9
Properties=species:S:1:pos:R:3:forces:R:3
C 0.704434 0.680155 -0.025160 -1.61 0.73 0.49
C 0.887131 -0.612678 -0.055200 0.11 -0.39 0.64
C -0.785557 1.055232 -0.003446 0.36 -0.78 -0.02
N -1.568470 -0.057452 0.085996 1.82 -4.01 -0.12
N -0.501590 -1.255341 0.027747 -0.91 5.22 -1.02
O -0.725946 -2.391821 -0.122730 -0.28 -0.21 0.47
O -1.209254 2.189585 -0.085551 0.40 -0.34 0.12
H 1.339299 1.506951 0.161519 1.07 0.28 -0.40
H 1.859953 -1.114629 0.016822 -0.96 -0.50 -0.15
```
Positions in Å, forces in eV/Å.

Summary:
Lowest unoccupied orbital energy (spin up / spin down) ... -2.167 / -2.162 eV
Energy ... -375.34116 a.u.
Charge ... 0
E_HOMO (spin up / spin down) ... -10.05 / -10.06 eV
ΔE to the lowest compared entry with this formula, charge and spin ... 4.636 eV
Kohn-Sham gap (spin up / spin down) ... 7.89 / 7.90 eV


(2)
A structure of composition C9H22ClI2MnN2P2 at a distorted geometry. Source: the Open Molecules 2025 dataset; level of theory: ωB97M-V with the def2-TZVPD basis set.

The geometry in XYZ format:
```
39
Properties=species:S:1:pos:R:3:forces:R:3
I -1.714068 -3.090647 -4.927876 -0.38 -0.44 0.67
I -3.002022 -4.622122 -3.055726 0.46 0.56 -0.60
Mn 0.148278 0.226568 0.105320 0.61 0.86 0.52
P 2.028593 -1.346667 0.313914 1.30 -0.37 0.57
C 2.130071 -2.825984 -0.746402 -0.54 -0.07 -0.31
C 3.554328 -0.397714 -0.019269 -0.26 0.29 -0.16
H 4.448898 -0.981465 0.236978 -0.32 0.05 -0.02
H 3.145571 -2.427247 2.220848 -0.25 0.15 -0.23
H 3.532256 0.523023 0.579276 0.09 -0.24 -0.10
H 2.123855 -1.029379 2.702882 0.08 -0.28 -0.20
H 2.076178 -2.523042 -1.803368 0.06 -0.12 0.29
H 3.594771 -0.121159 -1.081734 0.04 -0.09 0.25
C 2.194173 -1.905417 2.042113 -0.41 0.04 0.11
H 3.055278 -3.405484 -0.595286 -0.25 0.40 0.14
H 1.359672 -2.581740 2.277644 0.27 0.13 0.01
H 1.269627 -3.479787 -0.538879 0.27 0.13 -0.07
P -1.941035 1.506537 -0.082631 -0.86 1.17 0.34
C -3.227277 1.021479 -1.278667 0.16 -0.57 -0.27
C -2.740822 1.647089 1.549460 0.16 -0.36 0.18
H -0.693011 3.560980 0.153318 -0.26 -0.01 -0.12
H -2.347430 3.890249 -0.462082 0.16 -0.28 0.04
H -1.087755 3.235866 -1.554183 -0.15 0.04 0.23
C -1.482010 3.217134 -0.529261 0.39 -0.16 -0.11
H -1.978078 1.924537 2.291062 -0.27 -0.03 -0.22
H -3.548651 2.393085 1.552391 0.25 -0.21 -0.18
H -4.078731 1.720308 -1.311557 0.44 -0.09 0.22
H -3.604695 0.020559 -1.021446 0.05 0.29 -0.09
H -3.151103 0.665719 1.828035 0.04 0.29 -0.01
H -2.780823 0.966479 -2.283212 -0.18 0.04 0.26
Cl 0.824883 1.425463 1.944834 -0.52 -0.86 -0.98
N 0.871183 0.581970 -2.949440 -0.16 -0.42 -0.07
C 1.573444 1.424162 -3.725979 0.00 0.47 1.44
C 2.049647 2.418164 -2.871633 0.10 0.01 -0.23
C 1.612208 2.112416 -1.590715 -0.41 -0.76 -0.45
N 0.875493 0.969199 -1.643209 0.12 0.07 -0.48
H 0.397225 -0.271907 -3.259350 0.19 0.49 0.32
H 1.702017 1.288353 -4.781303 -0.08 -0.13 -0.20
H 2.647460 3.264105 -3.136234 0.17 0.19 -0.16
H 1.785173 2.628316 -0.646424 -0.10 -0.20 -0.32
```
Positions in Å, forces in eV/Å.

Summary:
Lowest unoccupied orbital energy (spin up / spin down) ... -9.923 / -7.806 eV
Energy ... -3354.42104 a.u.
Charge ... +2
E_HOMO (spin up / spin down) ... -14.02 / -14.02 eV
ΔE to the lowest compared entry with this formula, charge and spin ... 0.000 eV
Spin multiplicity ... 5
Kohn-Sham gap (spin up / spin down) ... 4.10 / 6.22 eV